# C30H13BrCl2O3S

C30H13BrCl2O3S in the gas phase in a non-equilibrium geometry (wB97M-V/def2-TZVPD, OMol25).

```
50
C30H13BrCl2O3S wB97M-V/def2-TZVPD
Br -5.234 0.194 1.484
Cl 1.148 -1.865 -7.205
Cl 6.149 1.422 0.032
S -2.063 -1.007 1.256
O -2.338 -2.390 0.825
O -2.314 1.547 -4.590
O 1.849 3.237 2.865
C 0.595 -1.982 -3.237
C 0.761 1.273 3.631
C -0.764 -0.259 5.332
C -4.092 0.440 -0.079
C 0.380 1.775 4.899
C 1.090 -2.179 -4.535
C -0.322 -0.948 -2.923
C -3.949 1.256 -2.375
C 4.665 0.852 0.650
C 0.049 -1.034 -0.494
C -2.676 0.699 -2.462
C -4.681 1.114 -1.182
C 2.570 1.209 1.822
C -0.420 -0.761 4.080
C -2.801 -0.089 -0.173
C 0.606 -1.423 -5.597
C -0.804 -0.156 -3.982
C -0.257 -0.855 0.922
C -0.406 1.010 5.732
C 4.280 -0.468 0.384
C -0.366 -0.435 -5.302
C -1.953 0.799 -3.729
C -2.085 0.002 -1.374
C 3.821 1.639 1.390
C 0.330 -0.017 3.208
C 2.987 -0.910 0.775
C 0.701 -0.425 1.853
C -0.799 -0.679 -1.552
C 2.103 -0.089 1.485
C 1.720 2.001 2.744
H -0.829 0.172 -6.075
H 4.930 -1.130 -0.183
H 0.922 -2.686 -2.481
H -1.345 -0.882 5.993
H -5.713 1.429 -1.078
H -0.715 -1.778 3.840
H 0.717 2.781 5.221
H 4.145 2.655 1.698
H 2.674 -1.910 0.515
H 1.831 -2.918 -4.723
H -4.418 1.759 -3.209
H -0.703 1.402 6.698
H 1.024 -1.392 -0.791
```

Calculated values
- maximum force (hartree/bohr) = 0.06807
- highest occupied orbital energy (eV) = -8.48
- E_tot (Ha) = -5269.299338
- M (g mol⁻¹) = 604.3
- HOMO-LUMO gap (Eh) = 0.2502
- lowest unoccupied orbital energy (eV) = -1.673
- net charge = 0

# C17H18N4O2S2

C17H18N4O2S2 in the gas phase in a non-equilibrium geometry (wB97M-V/def2-TZVPD, OMol25).

```
43
C17H18N4O2S2 wB97M-V/def2-TZVPD
S 2.320 -0.693 -3.071
S 0.605 2.898 0.377
O -0.510 -2.216 -3.034
O 2.131 -1.444 2.120
N -2.507 1.219 -1.577
N 2.494 -1.127 -0.237
N -3.714 -1.876 -4.637
N 1.621 0.888 -1.243
C 1.926 -0.891 1.018
C 2.832 -2.498 -0.501
C -2.276 0.572 -2.485
C -2.075 -0.507 -3.442
C 1.635 -3.355 -0.917
C 0.676 1.156 2.326
C 1.870 -4.603 -1.637
C 0.685 0.499 3.702
C 0.687 -0.064 -3.742
C -0.669 -0.979 -3.322
C -3.117 -1.644 -3.464
C -3.324 -2.512 -2.330
C 1.322 1.318 0.070
C 2.179 -0.309 -1.326
C 0.140 2.421 2.012
C 1.332 0.508 1.191
C -0.521 3.349 2.946
H -1.122 2.843 3.647
H 0.879 -0.131 -4.834
H -2.180 -0.066 -4.460
H -4.369 -2.616 -4.801
H -2.645 -3.363 -2.516
H 3.640 -2.576 -1.316
H 3.157 -2.903 0.427
H 2.853 -4.731 -2.085
H 1.694 0.079 3.843
H -0.038 -0.260 3.828
H 0.275 4.030 3.345
H -3.099 -1.960 -1.355
H 0.478 1.212 4.471
H 0.604 -3.081 -0.727
H 1.018 -5.225 -1.926
H -4.320 -2.930 -2.448
H -1.142 4.096 2.399
H 0.418 0.980 -3.416
```

Calculated values
- maximum force (hartree/bohr) = 0.13119
- highest occupied orbital energy (eV) = -7.98
- E_tot (Ha) = -1824.331830
- structure (SMILES) = [H]/N=C(\C)[C@@H](C#N)C(=O)CSc1nc2sc(C)c(C)c2c(=O)n1CC=C
- M (g mol⁻¹) = 374.5
- HOMO-LUMO gap (Eh) = 0.2883
- lowest unoccupied orbital energy (eV) = -0.133
- net charge = 0

# C8H13IN3

A gas-phase ion, C8H13IN3 (charge +1) in a non-equilibrium geometry (wB97M-V/def2-TZVPD, OMol25).

```
25
C8H13IN3 wB97M-V/def2-TZVPD
I 3.543 -0.482 -0.207
N -0.638 0.346 -0.341
N 0.686 2.871 -0.472
N 1.627 1.363 1.637
C -0.623 -2.269 0.276
C 0.499 -1.488 0.617
C -2.974 -2.557 -0.405
C 1.815 1.950 -0.619
C -1.828 -1.686 -0.217
C 0.550 -0.135 0.137
C -1.741 -0.345 -0.571
C 1.704 0.820 0.364
H 2.815 2.416 -0.533
H -3.295 -2.431 -1.462
H -2.422 0.237 -1.236
H 0.915 3.646 -1.236
H -0.709 -3.386 0.474
H 1.690 1.515 -1.550
H 1.281 0.861 2.493
H 1.255 -2.026 1.156
H -0.686 1.296 -0.645
H -3.768 -2.352 0.287
H 2.345 2.173 1.832
H 0.624 3.289 0.397
H -2.666 -3.629 -0.175
```

Calculated values
- maximum force (hartree/bohr) = 0.09685
- highest occupied orbital energy (eV) = -12.40
- E_tot (Ha) = -774.338670
- structure (SMILES) = Cc1ccc([C@@](N)(I)CN)[nH+]c1
- M (g mol⁻¹) = 278.1
- HOMO-LUMO gap (Eh) = 0.3040
- lowest unoccupied orbital energy (eV) = -4.131
- net charge = +1

In the order shown, the computed energy above the lowest of the compared OMol25 structures with the same formula, charge and spin values come out to 0.0, 115.2, 0.0 kcal per mole.